--- P ---
76
Properties=species:S:1:pos:R:3 method="wB97M-V/def2-TZVPD" lumo_energy_ev=0.33 homo_lumo_gap_ev=8.97 e_homo_ha=-0.318
Ca 0.19529 0.64661 0.01435
C -3.13770 3.69384 -0.84309
As -2.59826 1.85470 -0.48100
C -3.62932 1.52301 1.13459
C -3.64718 0.91582 -1.82858
C -5.03646 0.94276 -1.79036
C -5.78493 0.25060 -2.73062
C -5.14006 -0.47749 -3.71768
C -3.75348 -0.50015 -3.77068
C -2.99276 0.19852 -2.83814
As -1.03507 0.16984 -2.88271
C -0.71178 -0.87504 -4.49422
C -0.74068 1.94381 -3.68334
H -4.22447 3.76803 -0.84585
H -2.75067 4.01657 -1.80788
H -2.72485 4.33176 -0.06189
H -4.66515 1.83878 1.02285
H -3.16351 2.08824 1.94167
H -3.58313 0.46250 1.37524
H -5.54618 1.50093 -1.01380
H -6.86621 0.27308 -2.68662
H -5.71554 -1.03117 -4.44869
H -3.27009 -1.07638 -4.54860
H -1.25141 -0.46606 -5.34795
H -0.98315 -1.91326 -4.32024
H 0.35855 -0.84628 -4.68976
H -1.49729 2.16910 -4.43325
H 0.24666 1.94325 -4.14584
H -0.75430 2.71298 -2.90970
F 1.74677 5.90415 2.68698
C 1.75722 5.25126 1.53559
F 1.33641 6.05660 0.56511
F 3.00130 4.86239 1.26375
S 0.62759 3.79864 1.61171
O 0.80875 3.11894 0.33375
O -0.67264 4.30840 1.89998
N 1.31444 2.99216 2.80310
S 1.20707 1.43258 2.65759
O -0.15282 0.98536 2.39457
O 2.16907 0.83466 1.75386
C 1.67842 0.90338 4.35949
F 1.71009 -0.41818 4.38215
F 2.88188 1.38613 4.64550
F 0.79748 1.34754 5.23887
O -0.45967 -2.54260 1.97318
Cl -0.47620 -2.22625 0.58895
O -0.78787 -3.35154 -0.22028
O -1.45388 -1.14767 0.33155
O 0.83977 -1.67076 0.19117
N 2.09667 1.00207 -1.42349
C 2.99033 1.62241 -1.01695
N 3.99216 2.32890 -0.56753
C 4.98388 1.73437 0.34152
C 6.27383 1.49478 -0.42116
O 6.71847 2.68549 -1.05211
C 5.77681 3.14788 -2.00243
C 4.46601 3.49857 -1.32136
H 4.57595 0.81543 0.75816
H 5.14445 2.44617 1.15351
H 6.11823 0.71126 -1.17127
H 7.06457 1.18135 0.25853
H 5.60710 2.38017 -2.76941
H 6.20796 4.02897 -2.47557
H 3.69980 3.79558 -2.03558
H 4.61950 4.30995 -0.60924
Br 5.17792 -1.87262 -2.33535
C 3.52439 -2.79943 -2.39531
C 3.47607 -4.15970 -2.16074
C 2.23590 -4.77210 -2.22127
C 1.12077 -3.99949 -2.50756
N 1.17593 -2.68998 -2.73385
C 2.36428 -2.09884 -2.67811
H 4.37360 -4.71805 -1.93338
H 2.13348 -5.83290 -2.03861
H 0.13485 -4.44703 -2.53132
H 2.39489 -1.02648 -2.84354

***

--- Q ---
76
Properties=species:S:1:pos:R:3 method="wB97M-V/def2-TZVPD" lumo_energy_ev=0.33 homo_lumo_gap_ev=8.98 e_homo_ha=-0.318
Ca -0.66071 -1.15049 0.49501
C 2.94924 -4.49851 -0.58952
As 2.02942 -3.07153 0.39025
C 2.26531 -3.70991 2.21492
C 3.35888 -1.64047 0.28622
C 4.51047 -1.65947 1.07070
C 5.39660 -0.59468 1.07082
C 5.13191 0.51174 0.27878
C 4.00288 0.53166 -0.52462
C 3.10997 -0.54033 -0.54307
As 1.50998 -0.49342 -1.68813
C 2.01417 -1.85542 -2.99314
C 1.86489 1.11810 -2.73867
H 3.88334 -4.75299 -0.09009
H 3.16185 -4.15339 -1.59835
H 2.29512 -5.36761 -0.62739
H 3.30456 -3.89931 2.47721
H 1.70106 -4.63778 2.30491
H 1.84034 -2.97727 2.89983
H 4.71917 -2.51402 1.70222
H 6.28260 -0.62574 1.69179
H 5.80618 1.35885 0.28111
H 3.82314 1.40078 -1.14364
H 3.09517 -1.92476 -3.09979
H 1.56410 -1.58152 -3.94671
H 1.60151 -2.81205 -2.67590
H 2.88454 1.13349 -3.12005
H 1.67903 2.00089 -2.12795
H 1.16521 1.08645 -3.57113
F 0.73468 0.08053 4.97690
C -0.48904 -0.16362 4.51684
F -1.38330 0.34662 5.35317
F -0.66577 -1.47563 4.42494
S -0.65514 0.61767 2.85452
O 0.49039 0.06927 2.13588
O -0.71187 2.03287 3.04080
N -1.97102 -0.07404 2.40168
S -3.19065 0.11584 1.43262
O -3.71565 1.44154 1.35882
O -2.94840 -0.60334 0.19587
C -4.41624 -0.91895 2.33963
F -4.71145 -0.33641 3.49711
F -5.51594 -1.00017 1.59602
F -3.93574 -2.12665 2.56103
O -3.04517 -4.22284 0.03026
Cl -1.65078 -3.98436 0.16367
O -0.89279 -5.19139 0.16917
O -1.17538 -3.09075 -0.91129
O -1.38496 -3.22794 1.40363
N -0.82850 1.41442 -0.10767
C -1.19617 2.50923 -0.10575
N -1.64354 3.74942 -0.12822
C -2.13476 4.31227 1.14443
C -0.99356 5.01482 1.85387
O -0.39461 5.98774 1.00721
C 0.15316 5.39889 -0.15445
C -0.93151 4.71820 -0.97306
H -2.54469 3.50661 1.74916
H -2.93017 5.01764 0.89981
H -0.24716 4.27546 2.17064
H -1.35689 5.54280 2.73377
H 0.92013 4.66106 0.12304
H 0.62640 6.19538 -0.72753
H -0.51593 4.20439 -1.83975
H -1.66249 5.45220 -1.31573
Br -3.94771 -3.24566 -3.28796
C -3.09342 -1.57176 -3.28979
C -3.80609 -0.41142 -3.05329
C -3.11950 0.79158 -3.08306
C -1.76167 0.77527 -3.34694
N -1.07027 -0.34249 -3.56492
C -1.72781 -1.49834 -3.52971
H -4.86629 -0.45047 -2.84451
H -3.63068 1.72605 -2.89399
H -1.19727 1.70170 -3.37746
H -1.15473 -2.40456 -3.68493

***

The structure with the least stability is Q.

***

--- P ---
22
Properties=species:S:1:pos:R:3 method="wB97M-V/def2-TZVPD" charge=-1 lumo_energy_ev=3.20 homo_lumo_gap_ev=9.52 e_homo_ha=-0.232
Br 0.41751 0.25664 0.32466
O 2.46346 -2.10102 1.89780
H 1.82265 -2.75618 2.19138
H 1.91719 -1.36736 1.55560
O -2.40447 -0.43938 2.16690
H -1.62505 -0.37157 1.58006
H -3.14755 -0.26736 1.57906
O 0.62874 0.36949 -3.32748
H 0.26089 0.59643 -2.45938
H 0.05804 -0.33564 -3.65073
O -2.68186 -0.72585 -1.09406
H -1.75088 -0.66706 -0.81003
H -2.80255 0.04275 -1.66181
O 0.42560 -2.92184 -1.00680
H 0.50113 -2.13014 -0.43889
H 0.75037 -3.64396 -0.46017
O 2.80648 2.52236 1.83194
H 3.30687 2.83591 1.07248
H 2.12940 1.94219 1.44619
O -0.85521 3.34405 -0.45731
H -0.44794 2.52760 -0.10599
H -1.77283 3.28994 -0.17341

***

--- Q ---
22
Properties=species:S:1:pos:R:3 method="wB97M-V/def2-TZVPD" charge=-1 lumo_energy_ev=3.19 homo_lumo_gap_ev=9.94 e_homo_ha=-0.248
Br 0.14531 -0.40581 0.10701
O -2.53481 0.80275 1.75936
H -2.85676 0.16143 2.27447
H -1.86752 0.40480 1.10567
O 0.91749 0.73699 -3.10014
H 1.87435 0.81732 -3.01799
H 0.67753 0.58298 -2.16715
O 2.59301 0.95051 1.77960
H 1.97206 0.52826 1.29077
H 3.07443 0.28385 2.22448
O 0.17005 3.29237 -0.24371
H -0.14516 3.21051 0.69386
H 0.49999 2.47455 -0.48847
O -2.10125 -0.48174 -2.29587
H -1.23206 -0.48369 -1.79367
H -2.31501 0.52787 -2.31472
O -0.19552 -1.90776 2.98612
H -0.10331 -1.27754 3.75279
H -0.11037 -1.47348 2.12431
O 0.56740 -3.33231 -1.44409
H 0.52349 -3.09856 -2.32520
H 0.44665 -2.31330 -0.90742

***

The structure with the least stability is Q.

***

--- P ---
19
Properties=species:S:1:pos:R:3 method="wB97M-V/def2-TZVPD" lumo_energy_ev="0.62 / 0.69" homo_lumo_gap_ev="7.33 / 7.56" e_homo_ha="-0.247 / -0.253"
C 2.88229 1.67212 -0.13226
C 0.17189 -1.99735 0.43623
C 2.31124 0.27002 -0.11129
C -2.19388 -0.15884 -0.19837
C -0.01180 -0.59571 0.11771
C 0.06881 0.52839 -0.37255
C -2.98004 0.67070 0.48136
O -2.61237 -1.12167 -1.05959
O 2.97675 -0.72172 -0.11097
H -3.58704 -1.14983 -1.10498
H -0.07105 1.56246 -0.58800
H 2.46087 2.24225 0.69813
H 3.97399 1.65176 -0.06319
H 2.58474 2.15933 -1.06398
H -0.12565 -2.20164 1.46625
H -0.43641 -2.60483 -0.23744
H 1.22334 -2.26531 0.30331
H -2.56549 1.41848 1.14426
H -4.07018 0.64137 0.39536

***

--- Q ---
19
Properties=species:S:1:pos:R:3 method="wB97M-V/def2-TZVPD" lumo_energy_ev=0.44 homo_lumo_gap_ev=8.26 e_homo_ha=-0.287
C -0.11052 -1.43463 1.35694
C -0.79976 -0.89884 -1.63774
C 0.02238 1.26284 -0.53047
C -0.42904 0.03246 1.17626
C 1.01671 0.75695 0.33606
C -1.01635 0.37006 -0.85753
C 2.32227 0.70599 0.48710
O -0.20890 2.58231 -0.39117
O -1.08435 0.69178 1.95631
H -1.09986 2.79028 -0.70991
H -1.99149 0.83138 -1.00548
H 0.38499 -1.54745 2.32280
H 0.53565 -1.83483 0.58187
H -1.05096 -1.98994 1.37149
H 2.99511 1.12717 -0.25706
H 2.76946 0.23003 1.35439
H -1.48927 -1.67839 -1.30521
H 0.22547 -1.26077 -1.54535
H -0.99155 -0.73641 -2.70329

***

The structure with the least stability is P.

***

--- P ---
17
Properties=species:S:1:pos:R:3 method="wB97M-V/def2-TZVPD" lumo_energy_ev=0.56 homo_lumo_gap_ev=9.06 e_homo_ha=-0.312 smiles="C=C/C=C/O.O.O"
C -0.52845 -0.57270 2.67575
C -1.30588 -1.21453 1.80727
C -1.39517 -0.98162 0.35427
C -0.33852 -0.88538 -0.45342
O -0.54951 -0.50656 -1.74965
H -0.61784 -0.88424 3.69545
H 0.15776 0.21092 2.38570
H -1.93895 -2.03189 2.15941
H -2.33063 -0.62664 -0.03186
H 0.68750 -1.20189 -0.26032
H 0.28601 -0.34140 -2.22536
H 1.69326 1.38369 -2.03487
H 1.51098 1.15478 -3.59565
O 1.76444 0.73931 -2.76642
H 1.49879 2.31474 0.43859
H 0.27345 1.55444 -0.05016
O 1.13275 1.88896 -0.34874

***

--- Q ---
17
Properties=species:S:1:pos:R:3 method="wB97M-V/def2-TZVPD" lumo_energy_ev=0.47 homo_lumo_gap_ev=10.45 e_homo_ha=-0.367 smiles="O=CCCCO.O"
O -0.74847 3.56263 0.79905
C -0.60808 2.73647 -0.05666
C -1.10765 1.30356 0.00561
C 0.01446 0.27985 0.22988
C -0.43964 -1.04709 0.74864
O 0.43067 -2.12396 0.78707
H 0.13412 2.90389 -0.84749
H -1.91434 1.02818 0.72839
H -1.54346 1.05253 -0.98685
H 0.36722 0.03501 -0.73667
H 0.82670 0.65083 0.79848
H -1.31235 -1.35655 0.20069
H -0.67681 -0.82096 1.85030
H 1.33922 -1.80651 1.19422
H 1.15871 -2.48464 -1.22988
H 2.48372 -2.00841 -1.60673
O 1.59599 -1.90481 -1.87805

***

--- R ---
17
Properties=species:S:1:pos:R:3 method="wB97M-V/def2-TZVPD" lumo_energy_ev=0.83 homo_lumo_gap_ev=11.13 e_homo_ha=-0.378 smiles="CCCC(=O)O.O"
O 0.31024 1.78271 1.84924
C -0.59768 1.68858 1.06134
O -1.36611 2.75759 0.66623
C -0.79666 0.53961 0.09986
C -0.17835 0.91616 -1.30974
C 0.37356 -0.33899 -1.99165
H -1.05387 3.37935 1.35238
H -1.88357 0.51955 0.05075
H -0.52280 -0.38403 0.69716
H -0.90545 1.50063 -1.82161
H 0.71768 1.51518 -1.11731
H 1.04966 -0.94384 -1.40106
H 0.72802 -0.02714 -3.02192
H -0.47484 -1.02375 -2.08976
H 1.64058 -4.19976 1.52793
H 1.67631 -3.92537 3.15177
O 1.28326 -3.75649 2.29641

***

The structure with the least stability is Q.